(1)
Here is a cluster of 5 separate species, C15H30O7 in total in a non-equilibrium geometry from the Open Molecules 2025 dataset. Energies are from the ωB97M-V functional and the def2-TZVPD basis.

## Properties
Kohn-Sham gap	9.863	eV
strongest force on any atom	3.969	eV/Å
SMILES	COC(=O)OC.CC(C)=O.CC(C)=O.CC(C)=O.CC(C)=O

Last column: Löwdin charge in e.
Positions of all 52 atoms, in Å:
C1 6.996 -0.835 -3.254  -0.006
O1 7.378 -0.452 -1.895  0.000
C2 6.538 0.150 -1.088  -0.613
O2 5.331 0.311 -1.359  0.072
O3 7.172 0.418 0.033  0.005
C3 6.513 1.190 1.054  -0.019
H1 7.712 -1.557 -3.647  0.091
H2 6.964 0.062 -3.872  0.095
H3 6.008 -1.294 -3.279  0.090
H4 6.535 2.274 0.938  0.099
H5 7.075 0.951 1.957  0.092
H6 5.518 0.757 1.152  0.094
C4 1.665 3.725 8.621  -0.016
C5 1.887 4.797 7.561  -0.492
C6 3.119 4.875 6.754  -0.034
O4 1.004 5.620 7.269  0.028
H7 0.595 3.574 8.766  0.081
H8 2.014 4.203 9.536  0.089
H9 2.169 2.801 8.337  0.077
H10 4.025 4.727 7.341  0.084
H11 3.136 5.836 6.240  0.090
H12 3.030 4.014 6.091  0.093
C7 -5.096 6.526 7.107  -0.029
C8 -6.485 6.399 6.479  -0.463
C9 -7.147 5.031 6.488  -0.031
O5 -7.117 7.425 6.229  0.043
H13 -4.344 6.282 6.357  0.081
H14 -4.941 5.879 7.970  0.078
H15 -4.890 7.560 7.383  0.080
H16 -7.355 4.806 7.534  0.087
H17 -6.479 4.235 6.157  0.074
H18 -7.997 4.921 5.814  0.081
C10 8.575 8.461 6.433  -0.022
C11 9.785 7.614 6.085  -0.495
C12 11.072 8.100 6.688  -0.038
O6 9.759 6.595 5.396  0.047
H19 8.615 9.187 5.621  0.092
H20 8.701 8.968 7.390  0.079
H21 7.677 7.844 6.398  0.084
H22 11.938 7.519 6.372  0.084
H23 10.939 8.041 7.768  0.086
H24 11.277 9.152 6.493  0.084
C13 7.072 0.987 9.904  -0.027
C14 6.229 1.471 11.087  -0.456
C15 5.118 0.613 11.652  -0.031
O7 6.488 2.579 11.583  0.033
H25 6.453 1.041 9.008  0.081
H26 7.463 -0.019 10.058  0.077
H27 7.974 1.586 9.778  0.079
H28 5.467 -0.304 12.127  0.082
H29 4.545 0.106 10.875  0.078
H30 4.517 1.154 12.382  0.084

=====

(2)
Here is a cluster of 8 separate species, C15H31Br14NO2 in total in a non-equilibrium geometry from the Open Molecules 2025 dataset. Energies are from the ωB97M-V functional and the def2-TZVPD basis.

## Properties
Kohn-Sham gap	10.185	eV
strongest force on any atom	6.422	eV/Å
relative energy (zero: lowest compared OMol25 entry of this formula, charge and spin)	0.3563	eV
SMILES	C[N+](=O)[O-].BrCCBr.BrCCBr.BrCCBr.BrCCBr.BrCCBr.BrCCBr.BrCCBr

Last column: Löwdin charge in e.
Positions of all 63 atoms, in Å:
C1 0.093 -1.082 -1.499  0.061
N1 -0.589 0.248 -1.313  -0.433
O1 -1.017 0.836 -2.332  0.011
O2 -0.682 0.626 -0.232  0.071
H1 1.010 -0.960 -0.972  0.035
H2 0.221 -1.360 -2.549  0.115
H3 -0.494 -1.735 -0.899  0.051
Br1 1.297 -5.547 -1.184  0.627
C2 2.116 -5.011 0.490  -0.688
C3 1.583 -5.993 1.606  -0.692
Br2 1.803 -5.257 3.398  0.589
H4 1.785 -3.960 0.667  0.009
H5 3.231 -5.150 0.373  0.077
H6 2.047 -6.979 1.665  0.054
H7 0.532 -6.177 1.587  -0.002
Br3 6.203 -2.581 0.136  0.586
C4 4.368 -1.792 0.199  -0.662
C5 3.822 -1.882 1.587  -0.764
Br4 2.140 -1.046 1.698  0.724
H8 3.690 -2.323 -0.465  0.046
H9 4.515 -0.699 -0.065  0.074
H10 4.421 -1.470 2.356  0.044
H11 3.723 -2.915 1.955  0.038
Br5 -0.401 4.386 0.806  0.630
C6 1.491 4.133 1.162  -0.719
C7 1.966 2.739 0.975  -0.673
Br6 3.833 2.715 1.624  0.612
H12 1.569 4.526 2.135  0.028
H13 1.938 4.815 0.458  -0.016
H14 1.975 2.464 -0.085  0.009
H15 1.362 2.004 1.472  0.011
Br7 -3.435 0.487 2.181  0.671
C8 -1.642 0.705 2.775  -0.787
C9 -1.653 0.666 4.274  -0.703
Br8 0.217 0.669 4.789  0.622
H16 -1.192 1.640 2.392  0.041
H17 -1.130 -0.153 2.406  -0.002
H18 -2.125 -0.275 4.649  0.068
H19 -2.049 1.486 4.890  0.059
Br9 -1.235 -3.566 2.048  0.619
C10 -2.480 -4.433 0.775  -0.667
C11 -2.496 -3.542 -0.477  -0.727
Br10 -3.773 -4.368 -1.689  0.638
H20 -3.474 -4.494 1.299  0.073
H21 -2.239 -5.460 0.557  0.043
H22 -1.515 -3.588 -1.010  0.033
H23 -2.906 -2.573 -0.151  0.055
Br11 -3.692 4.944 -1.103  0.654
C12 -3.531 3.169 -1.721  -0.746
C13 -4.594 2.952 -2.836  -0.704
Br12 -4.980 1.070 -3.123  0.599
H24 -3.703 2.537 -0.836  0.041
H25 -2.515 2.970 -2.093  0.034
H26 -4.122 3.218 -3.813  0.058
H27 -5.530 3.477 -2.636  0.039
Br13 1.976 2.690 -3.012  0.625
C14 0.445 3.906 -3.286  -0.632
C15 0.825 5.352 -3.499  -0.701
Br14 1.721 6.121 -2.032  0.699
H28 -0.116 3.747 -2.396  0.004
H29 -0.104 3.625 -4.151  0.059
H30 -0.043 5.911 -3.676  0.047
H31 1.540 5.535 -4.254  0.033

=====

(3)
Here is a structure of composition C15H31BrCuP2 in a non-equilibrium geometry from the Open Molecules 2025 dataset. Energies are from the ωB97M-V functional and the def2-TZVPD basis.

## Properties
Kohn-Sham gap (spin up / spin down)	5.567 / 4.542	eV
2S+1	2
strongest force on any atom	3.675	eV/Å
relative energy (zero: lowest compared OMol25 entry of this formula, charge and spin)	1.7874	eV
⟨S²⟩	0.76

Last column: Mulliken spin population.
Positions of all 50 atoms, in Å:
P1 1.422 -1.120 -0.792  0.048
P2 -2.161 -0.051 -0.169  -0.001
C1 -0.177 -1.993 -0.790  0.007
C2 -1.357 -1.212 -1.379  -0.004
H1 -0.356 -2.349 0.234  0.004
H2 0.031 -2.888 -1.400  0.003
H3 -1.053 -0.624 -2.258  -0.001
H4 -2.110 -1.950 -1.693  0.000
C3 -3.192 -1.369 0.651  0.000
H5 -3.940 -0.907 1.311  0.000
H6 -2.574 -2.052 1.259  0.000
H7 -3.705 -1.977 -0.110  0.000
C4 -3.362 0.919 -1.069  0.001
H8 -4.316 0.400 -1.052  0.000
H9 -3.089 0.908 -2.167  0.000
H10 -3.473 1.860 -0.497  0.000
C5 2.562 -2.407 -0.208  0.033
H11 3.514 -1.951 0.088  -0.015
H12 2.728 -3.086 -1.048  0.001
H13 2.124 -2.968 0.629  -0.001
C6 1.809 -0.831 -2.525  0.009
H14 0.896 -0.632 -3.101  -0.001
H15 2.273 -1.751 -2.905  0.000
H16 2.509 0.006 -2.626  0.000
Cu1 -2.150 2.302 -2.267  0.001
C7 -0.410 -0.095 2.014  -0.008
C8 0.479 -1.120 2.198  0.003
C9 1.652 -0.933 3.089  0.060
C10 2.377 0.434 2.802  0.007
C11 2.816 0.578 1.435  0.638
C12 2.022 0.388 0.243  0.074
C13 0.729 1.325 0.210  0.094
C14 -0.143 1.306 1.486  0.016
C15 -0.924 3.725 -1.832  0.005
H17 -1.395 -0.207 2.434  -0.004
H18 0.172 -2.138 2.078  0.003
H19 2.408 -1.752 3.047  -0.008
H20 1.281 -0.888 4.111  0.001
H21 1.648 1.189 3.129  0.058
H22 3.254 0.485 3.467  0.010
H23 3.818 0.985 1.230  -0.029
H24 2.678 0.805 -0.544  -0.040
H25 0.081 1.098 -0.662  0.015
H26 1.062 2.356 0.013  0.019
H27 0.280 1.956 2.272  0.001
H28 -1.119 1.769 1.208  0.003
H29 -1.417 4.606 -2.260  0.000
H30 0.039 3.561 -2.312  0.000
H31 -0.827 3.798 -0.744  -0.001
Br1 -3.411 2.495 -4.230  0.000

=====

(4)
Here is a structure of composition C15H31BrP2Pt in a non-equilibrium geometry from the Open Molecules 2025 dataset. Energies are from the ωB97M-V functional and the def2-TZVPD basis.

## Properties
Kohn-Sham gap (spin up / spin down)	5.549 / 5.390	eV
2S+1	3
strongest force on any atom	4.756	eV/Å
relative energy (zero: lowest compared OMol25 entry of this formula, charge and spin)	3.3666	eV
⟨S²⟩	2.01

Last column: Mulliken spin population.
Positions of all 50 atoms, in Å:
P1 -2.235 -3.873 -3.593  0.081
P2 -1.927 -5.477 0.102  -0.001
C1 -2.182 -5.523 -2.786  -0.009
C2 -2.920 -5.580 -1.407  0.040
H1 -1.145 -5.897 -2.721  -0.001
H2 -2.711 -6.205 -3.482  0.003
H3 -3.732 -4.831 -1.339  -0.031
H4 -3.407 -6.573 -1.319  0.002
C3 -0.879 -7.017 -0.013  0.001
H5 -0.077 -6.988 0.742  0.000
H6 -0.422 -7.079 -1.006  0.000
H7 -1.476 -7.919 0.152  0.000
C4 -2.983 -6.026 1.507  0.006
H8 -3.287 -7.070 1.344  0.000
H9 -3.885 -5.398 1.571  -0.003
H10 -2.416 -5.973 2.446  0.001
C5 -1.300 -3.955 -5.119  0.002
H11 -1.194 -2.959 -5.581  -0.002
H12 -1.826 -4.613 -5.843  0.002
H13 -0.295 -4.377 -4.937  -0.001
C6 -3.984 -3.864 -4.154  0.001
H14 -4.659 -4.119 -3.321  0.002
H15 -4.116 -4.606 -4.959  0.000
H16 -4.265 -2.868 -4.530  0.000
Pt1 0.841 0.273 -0.632  0.912
C7 -1.417 -3.891 1.113  0.001
C8 -0.466 -4.513 0.153  0.007
C9 -0.070 -3.839 -1.180  -0.005
C10 -0.794 -2.634 -1.814  0.022
C11 -2.333 -2.689 -2.301  -0.012
C12 -3.402 -2.583 -1.318  0.797
C13 -3.300 -2.370 0.117  -0.106
C14 -2.014 -2.539 0.960  0.031
C15 0.196 1.938 -1.314  0.006
H17 -1.272 -4.147 2.173  -0.003
H18 0.398 -5.005 0.612  0.003
H19 0.086 -4.643 -1.915  0.001
H20 0.941 -3.448 -0.985  -0.009
H21 -0.610 -1.704 -1.227  0.042
H22 -0.183 -2.423 -2.714  -0.033
H23 -2.420 -1.745 -2.906  0.059
H24 -4.364 -2.294 -1.745  -0.030
H25 -4.049 -3.067 0.544  0.070
H26 -3.677 -1.360 0.367  0.061
H27 -1.238 -1.800 0.702  0.011
H28 -2.330 -2.216 1.952  -0.005
H29 -0.334 2.256 -0.369  0.022
H30 -0.537 1.865 -2.141  0.003
H31 1.027 2.615 -1.557  0.013
Br1 1.379 -1.657 0.815  0.047